[1]
This record from the Open Molecules 2025 dataset describes C3H7NO3 in the gas phase at a distorted geometry. The level of theory is ωB97M-V/def2-TZVPD.

```
! RIJCOSX wB97M-V def2-TZVPD def2/J DEFGRID3
* xyz 0 3
H 0.39502 -2.03820 0.44865
H -1.17757 1.18878 -1.18822
H -1.31119 -0.17381 1.48708
H 1.15293 -0.88172 1.49442
H -1.82789 -0.26146 -0.47085
H -0.70445 -0.26313 -1.94943
N 1.47212 -0.06399 -0.94182
O 2.50258 0.55862 -0.62198
O 0.49276 1.53544 0.60234
C 0.32786 0.08775 -0.19512
C 0.25527 -1.00653 0.91334
O -0.99752 -1.08876 1.46466
C -0.94444 0.15278 -0.99196
H 0.36451 2.25423 -0.05112
*
```

Calculated values
E_LUMO (spin up / spin down) = 0.7 / -1.4 eV
HOMO-LUMO gap (spin up / spin down) = 9.61 / 9.52 eV

[2]
This record from the Open Molecules 2025 dataset describes 6 unconnected molecules or ions with the total composition C39H44N2. The level of theory is ωB97M-V/def2-TZVPD.

```
! RIJCOSX wB97M-V def2-TZVPD def2/J DEFGRID3
* xyz 0 1
C -1.93949 1.57315 1.04528
C -3.69020 -3.92865 -1.89725
C -3.52961 3.08105 0.05565
H -1.99230 -0.44708 0.32540
H -0.72839 1.57110 -1.93950
C -2.69378 -0.01375 4.80822
C -2.69028 -2.75686 5.23593
C -2.51504 -3.59580 -2.55675
C 4.76659 4.52412 3.34782
N 5.64283 6.30382 1.65874
H -1.57892 2.26029 -4.15645
C 4.44558 -3.81264 -2.65839
H 2.41737 1.57485 -0.48356
C 2.33136 2.62229 -0.76447
H 3.05366 -2.33292 -1.96909
H 4.76882 3.55029 2.86156
C -2.27289 -5.87736 -3.27603
H 5.47938 4.44902 4.17079
C -3.47020 0.77806 -0.63140
C -3.44639 -6.21062 -2.61377
C 0.02383 -1.21899 -3.69991
C 2.62268 3.60701 4.12240
N 2.03047 2.63061 4.25994
H -2.52092 -2.27671 7.31931
H 1.19140 2.78239 1.07588
C -4.15568 -5.23607 -1.92537
H -0.38251 -1.51355 -5.78560
H -1.72240 -6.63643 -3.81715
H -3.84754 -0.02676 -1.24947
H -2.69486 1.05583 4.63996
H -2.51702 0.16401 6.93840
H 0.29349 -0.65446 -1.64714
C -4.02087 2.04771 -0.73138
H 1.13633 -3.89443 -1.94549
H 3.34813 3.00973 -0.85583
C 2.11495 -4.24059 -2.25617
H 5.59766 -5.48299 -3.35296
C -2.42865 0.54198 0.25459
C 3.19217 -3.36499 -2.26598
C -0.45488 -0.83531 -4.94510
C -1.12584 1.28537 -4.02976
C 2.28933 -5.56194 -2.64230
H -2.14728 -2.57694 -2.53459
C 3.54235 -6.00854 -3.03854
H -0.89224 -4.30925 -3.76522
H -4.24401 -3.16875 -1.36047
C -2.59540 -1.88606 6.31261
C -0.64843 0.89940 -2.78528
H 1.88602 2.69849 -1.75474
C 4.62035 -5.13420 -3.04538
C 1.52903 3.44021 0.27490
H -1.12763 1.38712 1.73799
C 1.62222 5.27630 2.03409
H 3.51994 5.25261 4.94184
C 3.35644 4.86489 3.93520
H -4.83056 2.23327 -1.42524
C -2.48992 2.84359 0.94472
H 0.46654 -2.19850 -3.56640
H -2.85747 -2.93455 3.10472
H -3.95776 4.07202 -0.02392
C -2.78986 -0.88398 3.73173
H 1.81089 6.32600 3.86458
H 0.86660 4.62797 2.47687
C -0.07357 -0.35226 -2.62090
H 1.44803 -6.24344 -2.63204
H -2.10805 3.64830 1.56020
C -2.59535 -0.51464 6.09887
H -3.80869 -7.23031 -2.63446
C 2.49603 5.86959 3.14600
C 2.36580 4.56671 0.89468
H 2.56429 5.29715 0.11064
H 5.28642 -3.13124 -2.66343
C -2.78610 -2.25565 3.94517
H -5.07177 -5.49593 -1.41080
C 5.27130 5.52480 2.41757
C -1.80725 -4.57008 -3.24721
H -2.68839 -3.82633 5.40287
C -1.02770 0.41828 -5.11024
H 3.30364 4.12287 1.21910
H 0.66522 3.87246 -0.22893
H 3.11479 6.67649 2.75874
H 1.07973 6.12240 1.60531
H -2.87027 -0.49270 2.72727
H 3.67896 -7.03858 -3.34150
H -1.40427 0.71723 -6.08000
*
```

Calculated values
SMILES = CCCCC[C@@H](C#N)CC#N.c1ccccc1.c1ccccc1.c1ccccc1.c1ccccc1.c1ccccc1
E_LUMO = 0.5 eV
HOMO-LUMO gap = 9.78 eV

[3]
This record from the Open Molecules 2025 dataset describes a gas-phase ion, C5H15N2 (charge +1) at a distorted geometry. The level of theory is ωB97M-V/def2-TZVPD.

```
! RIJCOSX wB97M-V def2-TZVPD def2/J DEFGRID3
* xyz 1 1
C 1.89346 0.62561 1.63245
N 0.51972 0.67371 -1.30016
H -1.97316 1.75133 -0.90870
H -2.92140 0.14706 -1.43970
H 2.93089 0.63184 1.69887
H 0.32217 1.71649 -1.09530
H 0.42558 -2.26216 0.65655
C -1.11514 -0.49147 0.34044
H -1.74440 -1.30771 0.27907
N 1.40478 -0.56287 0.69909
C -1.96775 0.73388 -1.50331
H 1.53676 1.52572 1.32176
C -0.77179 -0.02888 -1.10560
H -2.10097 0.80288 -2.65887
H 1.14835 0.29726 2.50154
H 1.40822 -0.09720 -0.26326
H 0.24357 -1.24657 2.06405
H 2.17856 -1.32747 0.86215
H 0.81291 0.54479 -2.17712
H -1.69683 0.02263 1.11340
C 0.15196 -1.17770 0.97509
H -0.68550 -0.97117 -1.69243
*
```

Calculated values
SMILES = C[NH2+]CC[C@@H](C)N
E_LUMO = -2.9 eV
HOMO-LUMO gap = 11.29 eV

[4]
This record from the Open Molecules 2025 dataset describes C3H6FNO2 in the gas phase at a distorted geometry. The level of theory is ωB97M-V/def2-TZVPD.

```
! RIJCOSX wB97M-V def2-TZVPD def2/J DEFGRID3
* xyz 0 1
C 1.63396 -0.39633 0.28589
O 1.73342 0.49760 -0.75043
H -0.25963 -0.66019 -1.41460
H 1.98416 1.33190 -0.34045
O 2.55572 -0.66330 0.91911
N 0.38569 -0.97140 0.57060
C -1.36189 0.65000 -0.11138
C -0.68587 -0.66899 -0.42451
H -1.40681 -1.46964 -0.34076
H -1.89940 1.02175 -0.97492
F -2.18569 0.51053 0.96377
H -0.58774 1.34914 0.18072
H 0.09409 -0.53109 1.43696
*
```

Calculated values
SMILES = O=C(O)NCCF
E_LUMO = 0.5 eV
HOMO-LUMO gap = 10.83 eV

[5]
This record from the Open Molecules 2025 dataset describes 5 unconnected molecules or ions with the total composition CH11NO4 at a distorted geometry. The level of theory is ωB97M-V/def2-TZVPD.

```
! RIJCOSX wB97M-V def2-TZVPD def2/J DEFGRID3
* xyz -1 2
H 1.01987 0.61094 1.04700
O -0.23636 -1.15145 0.93454
H 0.32962 -2.68662 -2.21380
N -2.92845 1.36527 -0.14400
H 2.30782 1.04885 1.67059
H -3.81561 2.53268 1.52875
H 3.81443 -0.57523 -0.50192
H -2.68595 1.15593 1.95301
H 2.40111 0.08686 -0.60201
C -3.21228 1.69811 1.15423
O 2.96626 -0.59619 -0.95132
H -0.09174 -1.38445 0.00322
H -3.73942 1.73797 -0.65074
O 0.39913 -1.82243 -1.79226
H -1.18844 -1.04961 1.01314
O 1.83917 1.07909 0.83815
H 1.34495 -1.62196 -1.76864
*
```

Calculated values
E_LUMO (spin up / spin down) = 3.1 / 3.1 eV
HOMO-LUMO gap (spin up / spin down) = 2.24 / 6.01 eV

[6]
This record from the Open Molecules 2025 dataset describes a molecular structure, C5H11ClFeNSSn at a distorted geometry. The level of theory is ωB97M-V/def2-TZVPD.

```
! RIJCOSX wB97M-V def2-TZVPD def2/J DEFGRID3
* xyz -2 6
C -0.82546 -0.22321 0.95858
Sn 0.44042 1.48534 0.98337
H -0.25705 4.10774 1.12095
H 2.04839 1.72805 -1.17399
Fe -0.51069 -1.75071 -0.80453
H 0.38484 1.36087 -1.76086
C -0.69341 3.22574 1.60425
H -0.62774 -0.88773 1.81537
H -1.89954 -0.00551 0.84889
H 1.23347 -1.28879 -2.61456
S -0.70615 -5.18059 2.21961
N -0.39864 -3.16513 0.33445
H 1.67051 -2.69294 -1.57529
H -1.74633 3.11115 1.31840
Cl -2.01590 -1.39796 -2.29937
H -0.59355 3.30412 2.69473
C 1.29198 -1.65947 -1.58212
H 1.93998 -1.01606 -0.97216
C -0.52048 -4.04470 1.14745
C 0.98157 1.95830 -1.06123
H 0.80376 3.03151 -1.20194
*
```

Calculated values
E_LUMO (spin up / spin down) = 4.8 / 4.8 eV
HOMO-LUMO gap (spin up / spin down) = 3.74 / 3.67 eV

[7]
This record from the Open Molecules 2025 dataset describes 2 unconnected molecules or ions with the total composition C4H13NS at a distorted geometry. The level of theory is ωB97M-V/def2-TZVPD.

```
! RIJCOSX wB97M-V def2-TZVPD def2/J DEFGRID3
* xyz 1 2
H -2.70199 -0.53119 1.42470
C 2.21869 2.45474 -2.74987
H 4.15426 2.23187 -0.95189
H 2.83284 2.53301 -3.66040
C 2.57787 1.31568 -1.73306
H 2.34690 0.51937 -2.45022
H -1.55590 -1.86121 1.97929
H -2.94219 -2.89807 3.66515
H -4.21212 -1.64430 3.93103
H 2.37946 3.39540 -2.22164
C -3.93381 -2.54090 3.35713
H 1.25387 2.27672 -3.23118
H -1.94999 -1.64937 0.24890
H -4.82110 -3.11176 3.65094
H 1.80192 1.37781 -0.97957
S -3.68550 -2.64448 1.60221
N 3.92793 1.28178 -1.23415
H 4.63047 1.03421 -1.90869
C -2.32160 -1.53929 1.26132
*
```

Calculated values
E_LUMO (spin up / spin down) = -3.4 / -8.6 eV
HOMO-LUMO gap (spin up / spin down) = 7.60 / 2.42 eV

[8]
This record from the Open Molecules 2025 dataset describes 2 unconnected molecules or ions with the total composition C4H12N2 at a distorted geometry. The level of theory is ωB97M-V/def2-TZVPD.

```
! RIJCOSX wB97M-V def2-TZVPD def2/J DEFGRID3
* xyz 0 1
H 3.34237 3.10684 0.78877
C -2.19529 -2.63082 -0.87099
H -1.17501 -2.74920 -0.49680
C 2.35686 2.54790 1.08244
H 1.69352 0.25079 2.47772
H -2.28076 -3.18210 -1.85176
H 2.14308 2.66495 2.23850
N -2.51672 -1.17542 -0.91140
H 3.34142 0.75282 0.83652
C 1.37658 0.33639 1.41612
H -1.20368 -0.61535 -2.46883
H 0.41596 0.75744 1.38001
H 1.29489 -0.69304 0.89251
N 2.34468 1.14447 0.68170
H -2.82374 -2.91987 -0.05893
C -2.00179 -0.39912 -1.77937
H -2.32627 0.62263 -1.79005
H 1.56430 3.09467 0.57097
*
```

Calculated values
SMILES = C=NC.CNC
E_LUMO = 1.0 eV
HOMO-LUMO gap = 9.79 eV

[9]
This record from the Open Molecules 2025 dataset describes a molecular structure, C31H46AlN2O6P2 at a distorted geometry. The level of theory is ωB97M-V/def2-TZVPD.

```
! RIJCOSX wB97M-V def2-TZVPD def2/J DEFGRID3
* xyz 1 1
H -2.59425 1.67492 -1.24616
H 1.59839 4.83490 1.91638
P -1.71642 -1.55110 0.20401
C -3.58737 -1.56563 0.10074
H -1.27646 -0.16351 4.00137
C -0.89932 -2.13662 -1.42760
H 2.21001 0.68740 1.62330
H 0.35793 5.14601 0.70247
C 0.98205 4.36315 1.13737
O 2.98307 -0.34417 5.14265
H -2.69869 3.60952 -2.57144
C -0.45842 1.27592 2.64987
H 2.12418 1.88567 -1.83581
H -1.23685 3.62549 -4.81792
H -3.86946 -1.11977 1.05980
H -2.20907 5.13430 2.20486
H 2.69904 -4.69159 1.05249
H -3.20543 0.54295 2.43194
O 4.91877 -6.20864 3.88381
H -0.30471 -0.85635 2.66657
H -0.14946 -1.07589 -3.25616
H -3.16812 1.64485 3.81329
O 4.29459 -1.83564 6.13123
H 2.36530 1.33224 3.24662
P 1.79312 -0.51887 -1.56885
H -3.19152 3.98896 1.27106
H -1.83206 4.84543 0.49662
H -3.98845 -2.58220 0.04947
H -3.00975 -0.52527 -1.99143
C -2.68077 0.18266 -2.76100
C -1.26449 3.24783 1.78429
H 2.14628 -0.92119 3.03365
C 0.25608 -1.45579 -2.24780
H 1.00655 2.11722 -3.94550
C -1.03255 3.06999 -3.88703
C -0.38199 -0.01202 3.37308
C -2.47087 1.51016 -2.32833
Al -0.85081 0.68265 -2.88304
H -1.75308 -0.52060 -5.97256
H 0.32498 1.58735 -1.51806
C -1.85209 0.31386 -5.25725
H -2.77098 -1.39373 -4.12798
H -4.04749 -0.96174 -0.68215
H -0.53223 3.76797 -3.19564
H 0.34492 -0.02114 -5.10826
C -1.62124 -3.13707 1.09181
H -3.87747 -0.15433 -4.53223
N 4.21057 -5.81726 2.93474
H 1.66491 3.99810 0.36034
C 0.15028 3.26358 1.66271
O 3.93180 -6.52493 1.94125
C 2.89383 -4.04898 1.89544
C -1.64596 2.00956 2.37417
H 2.72823 2.38401 1.84563
H 3.46786 0.65807 -2.96993
C 2.35696 -2.75777 1.90413
H -2.34452 1.16137 -5.76032
C -0.44722 0.68182 -4.78149
O 1.30252 -1.08421 0.53441
C 3.68001 -4.48616 2.96931
C 3.92492 -3.64836 4.07042
H -2.55048 -3.70219 0.93083
H -3.22587 2.72973 -3.96483
H -1.73942 -2.25628 -2.12521
C -0.07395 1.90145 -4.13319
C 0.65040 2.03362 2.17320
H -1.53462 -2.82341 2.14022
C 2.05845 1.59980 2.22322
N 3.56401 -1.45688 5.18941
C 3.36984 -2.35787 4.08369
H -3.75999 2.21321 2.24917
C -2.41875 2.74420 -3.20271
H 4.54300 -3.99195 4.90888
C -2.17142 4.35985 1.42010
C -2.85733 -0.29279 -4.16285
O 1.45982 -3.22804 -0.19516
H 2.27591 -0.07815 -4.05589
H 3.51524 -1.07782 -3.26887
C 1.38100 1.27757 -1.27322
H -0.74141 -3.72258 0.80392
C -3.00616 1.58148 2.72827
H 0.50395 -0.04735 4.03060
H -0.51666 -3.13852 -1.17965
H 1.57857 1.43283 -0.19286
H 0.88428 -2.33750 -2.52385
C 1.65048 -2.33330 0.63728
C 2.83978 -0.22564 -3.13041
C 2.57377 -1.91083 3.00256
*
```

Calculated values
E_LUMO (spin up / spin down) = -6.4 / -6.3 eV
HOMO-LUMO gap (spin up / spin down) = 2.99 / 3.18 eV

[10]
This record from the Open Molecules 2025 dataset describes a molecular structure, C4H10NO at a distorted geometry. The level of theory is ωB97M-V/def2-TZVPD.

```
! RIJCOSX wB97M-V def2-TZVPD def2/J DEFGRID3
* xyz -1 1
H -1.99762 1.19807 1.35560
H -1.20487 -0.22048 -1.16916
C 1.68792 0.56794 0.05652
H 2.52275 -0.09658 0.30586
N 0.40923 -1.24649 1.10304
H 0.91676 0.89410 0.93578
H -1.75804 -0.55629 1.37623
H -0.69786 1.36548 -0.64075
H -3.00617 0.11299 0.32315
H 0.88579 -2.10124 0.84706
H 1.54659 -0.77464 -2.07734
C 0.46278 -0.17541 0.27709
C -0.86923 0.34099 -0.29496
H 1.30308 -1.29923 -2.55425
C -2.01335 0.29751 0.73502
O 1.81225 1.69328 -0.57887
*
```

Calculated values
E_LUMO = 4.4 eV
HOMO-LUMO gap = 7.18 eV

[11]
This record from the Open Molecules 2025 dataset describes C24H27ClFN5O2 in the gas phase at a distorted geometry. The level of theory is ωB97M-V/def2-TZVPD.

```
! RIJCOSX wB97M-V def2-TZVPD def2/J DEFGRID3
* xyz 0 1
C 0.57740 1.24336 2.08081
C -0.14994 1.03639 -2.39749
H -1.12136 -2.60967 -5.36567
H -3.25024 -1.70129 -1.78972
H -1.32473 0.19069 -4.01165
H 2.73125 -0.31218 -1.40431
C -3.25974 -2.60607 -5.52850
H 3.23229 3.68588 0.36142
C -0.98767 0.36445 6.73919
H 1.95649 4.15480 -0.78317
O 2.17143 2.95962 2.51492
H 1.08719 1.78807 -0.23607
C 1.68477 -0.33217 -1.71154
H -1.45176 -1.67389 4.25187
H 1.85374 -2.18319 -2.82618
H 3.70423 1.65873 -1.01005
N 1.55827 2.47104 0.37082
H 2.58073 -0.99102 6.98028
H -2.28489 -0.13712 4.53406
H -0.46433 2.06642 -2.57760
H -5.39606 -2.52720 -5.38703
C 2.14575 1.95525 -2.48191
C -2.06122 -2.47298 -4.85263
H 1.58228 2.79987 -2.88641
C -0.48888 -0.36842 5.66920
H 1.63026 0.31953 8.84565
C -1.30291 -0.60612 4.42916
H 0.31765 0.66698 -4.47859
C -4.45915 -2.42074 -4.86001
H -5.38403 -1.94984 -2.98845
N -0.72222 -0.43990 2.01031
N 0.18158 -1.15892 -3.52592
N 1.20318 1.03642 -1.85911
C -4.45202 -2.09737 -3.51467
C -0.25229 0.61822 7.88167
H 1.10330 -0.79154 -0.90704
C 0.81353 -0.84852 5.79072
C 1.57489 -0.60749 6.92272
C -0.73404 -2.00947 -2.77726
C 1.53634 -1.15346 -3.00262
C -2.04584 -2.14716 -3.50147
N 0.04395 0.37923 1.27008
H -3.26113 -2.85764 -6.57926
H 3.87973 3.12374 -1.97903
C -0.62179 -0.03802 3.23811
H -0.79870 0.61461 -1.62345
C 3.15971 2.49032 -1.45901
H -0.91835 -1.65952 -1.75013
C 1.53470 2.32301 1.69941
H 2.69564 1.49316 -3.31520
H 2.17928 -0.73094 -3.78329
O 0.18757 1.03075 3.34939
Cl 1.49218 -1.76389 4.49210
C 2.49254 3.30322 -0.34706
C -3.25093 -1.95761 -2.84006
C 1.03817 0.12730 7.96516
H -0.69304 1.19494 8.67857
F -2.24558 0.84479 6.66195
C -0.28359 0.20981 -3.68470
H -0.26359 -2.99724 -2.71132
*
```

Calculated values
SMILES = O=C(NCCCN1CCN(Cc2ccccc2)CC1)c1nnc(Cc2c(F)cccc2Cl)o1
E_LUMO = 0.7 eV
HOMO-LUMO gap = 8.49 eV